DFT (ωB97M-V with the def2-TZVPD basis set) results for 2 unconnected molecules or ions with the total composition C5H11NO2 at a distorted geometry.

Its net charge is 0. The calculation puts the max |F| at 0.069 Eh/bohr. As for the HOMO energy: -9.4 eV. The lowest unoccupied orbital energy comes out at 0.0176 Eh. Its HOMO-LUMO gap is 9.9 eV. The total energy is -10946.9616 eV. For the molar mass, the calculation gives 117.1 g mol⁻¹.

Structure (XYZ):
```
19
Properties=species:S:1:pos:R:3:nbo_charge:R:1
C -0.492 1.357 0.930 -0.16
C 0.801 0.996 1.661 -0.62
N -0.403 2.680 0.340 -0.82
C -0.841 0.280 -0.098 0.42
O -1.464 0.465 -1.125 -0.55
H -1.320 1.368 1.652 0.22
H -1.239 2.871 -0.203 0.37
H 0.394 2.724 -0.289 0.35
H 0.855 -0.530 -1.038 0.07
H 0.668 0.084 2.243 0.22
H 1.080 1.804 2.327 0.23
H 1.602 0.781 0.954 0.21
C -0.068 -2.462 -1.659 -0.74
C 0.814 -1.719 -0.716 0.47
O 1.349 -2.059 0.294 -0.53
H -0.882 -0.766 0.398 0.11
H -0.888 -1.797 -1.937 0.26
H 0.485 -2.718 -2.561 0.25
H -0.451 -3.359 -1.172 0.23
```